Density functional theory data (ωB97M-V/def2-TZVPD) for C2H5ClN3OP3 as an isolated structure in a non-equilibrium geometry.

```
15
Properties=species:S:1:pos:R:3:forces:R:3:mulliken_charge:R:1
C 0.669118 1.853834 1.045511 0.6934 0.0758 0.9435 -0.847
C 0.153159 0.870926 0.391415 -1.2250 0.0186 -0.7117 0.093
N -1.524561 -3.398064 0.021475 -2.2494 -1.5369 -0.9962 -0.065
N -0.487551 -2.958281 -2.273150 -0.3445 -0.3686 -1.3159 -0.223
N -0.095625 -1.330332 -0.310044 1.7843 1.3120 -2.2780 -0.136
O 0.785934 -0.319974 0.325887 -0.3616 -1.8191 -0.8238 -0.252
P -1.767944 -3.738954 -1.458655 0.7178 0.5034 -0.3368 0.072
P -0.428613 -2.576989 0.814883 2.7131 -0.4579 2.2848 -0.004
P 0.895359 -2.085405 -1.677143 -1.2943 0.7592 0.9943 0.271
Cl 0.787565 -0.485886 -2.937623 0.1183 0.2737 -0.3101 -0.213
H 0.181978 2.650921 1.471566 -1.7111 2.0932 -0.3470 0.312
H 1.527608 1.735844 1.587298 2.5758 -0.7355 1.0153 0.319
H -0.777332 1.062559 -0.104252 -0.5233 -0.9341 -0.3785 0.363
H -0.582675 -2.948919 -3.309623 0.2630 -0.0859 1.0513 0.283
H -1.175850 -1.733392 1.545033 -1.1566 0.9021 1.2088 0.026
```
Positions in Å, forces in eV/Å.

Results
charge: 0
frontier orbital gap: 0.3000 Eh